No. 1
DFT (ωB97M-V with the def2-TZVPD basis set) results for a structure of composition C33H32N3O8PS2Zr at a distorted geometry.

Atoms and positions in Å:
Zr (1.36666, 0.39464, -0.23698)
O (3.43793, 3.76759, 4.61017)
C (3.06171, 3.12074, 3.67731)
C (2.93788, 3.60495, 2.21797)
O (3.19653, 4.70689, 1.80706)
C (2.41242, 2.43746, 1.50089)
C (2.32393, 1.33651, 2.32116)
O (1.89614, 0.21095, 1.79594)
C (2.64085, 1.64312, 3.70448)
O (2.53113, 0.93586, 4.68364)
O (2.04105, 2.30318, 0.25685)
C (1.02659, -4.03651, -1.21243)
C (2.31007, -4.52688, -1.00628)
C (3.33389, -3.65141, -0.71405)
C (3.07295, -2.28437, -0.62031)
N (1.81176, -1.82868, -0.75993)
C (0.82305, -2.68477, -1.06649)
C (4.09819, -1.24504, -0.43620)
C (5.45470, -1.56220, -0.36542)
C (6.39612, -0.55116, -0.29165)
C (5.97507, 0.77194, -0.28660)
C (4.62070, 1.07592, -0.34070)
C (3.64031, 0.08336, -0.41772)
H (0.19884, -4.68529, -1.45756)
H (2.50960, -5.58794, -1.08328)
H (4.33840, -4.01800, -0.56854)
H (-0.15933, -2.24961, -1.19318)
H (5.79132, -2.59117, -0.37693)
H (7.44983, -0.79202, -0.24012)
H (6.70488, 1.57070, -0.23182)
H (4.32567, 2.11915, -0.32601)
C (2.68445, 2.39586, -3.24267)
P (2.04861, 0.72804, -2.90387)
C (3.33593, -0.37464, -3.57233)
C (0.71930, 0.53317, -4.13459)
H (2.91567, 2.51352, -4.30247)
H (3.58187, 2.57339, -2.65103)
H (1.92625, 3.12168, -2.94776)
H (3.48871, -0.16266, -4.63179)
H (3.02033, -1.41333, -3.46155)
H (4.27120, -0.23537, -3.03291)
H (1.10827, 0.67859, -5.14367)
H (-0.06281, 1.26147, -3.92806)
H (0.29086, -0.46617, -4.05159)
C (-7.16888, 1.51550, -1.22360)
C (-5.66739, 1.47324, -1.15637)
C (-4.94031, 0.55099, -1.90154)
C (-3.55606, 0.50461, -1.82845)
C (-2.89855, 1.39459, -0.99691)
C (-3.59857, 2.31922, -0.23262)
C (-4.97828, 2.35166, -0.31967)
S (-1.14845, 1.43186, -0.95044)
O (-0.71024, 1.64959, 0.43143)
O (-0.63679, 0.07869, -1.35455)
O (-0.66572, 2.43121, -1.87476)
H (-7.55287, 0.81168, -1.96019)
H (-7.51852, 2.51369, -1.48991)
H (-7.60711, 1.26533, -0.25529)
H (-5.46346, -0.14470, -2.54597)
H (-2.99210, -0.21727, -2.40364)
H (-3.06367, 2.99734, 0.41966)
H (-5.53267, 3.06864, 0.27408)
N (0.36722, -0.98948, 3.70955)
C (-0.75462, -1.18632, 3.01162)
S (-0.73458, -1.45819, 1.34505)
N (-1.89993, -1.20809, 3.73347)
C (-3.21620, -1.38984, 3.22525)
C (-4.00426, -2.40204, 3.75263)
C (-5.30632, -2.57051, 3.30264)
C (-5.81112, -1.73915, 2.31482)
C (-5.01620, -0.72642, 1.79232)
C (-3.72364, -0.53890, 2.25243)
H (1.19664, -0.78402, 3.16311)
H (0.34609, -0.57463, 4.62915)
H (-1.80193, -1.25330, 4.73609)
H (-3.59309, -3.06275, 4.50636)
H (-5.91902, -3.35993, 3.71771)
H (-6.82272, -1.87632, 1.95532)
H (-5.40370, -0.06958, 1.02411)
H (-3.10047, 0.25213, 1.85813)

The charge is 0. The value obtained for the HOMO-LUMO gap is 0.271 hartree. For the HOMO energy, the calculation gives -8.0 eV. For the energy above the lowest of the compared OMol25 structures with the same formula, charge and spin, the calculation gives 68.49 kJ/mol.

***

No. 2
DFT (ωB97M-V with the def2-TZVPD basis set) results for a structure of composition C33H32N5O2Sr.

Atoms and positions in Å:
Sr (0.14269, 0.30886, -2.30039)
C (-6.25222, 3.06036, 0.97070)
C (-4.95694, 2.39212, 0.59879)
C (-4.36868, 1.43336, 1.38132)
C (-3.15171, 0.81685, 1.02161)
C (-2.59653, -0.14832, 1.89480)
N (-1.47879, -0.77782, 1.69540)
C (-0.89018, -1.75592, 2.60940)
C (-0.10436, -2.82807, 1.85093)
C (1.40839, -2.65448, 1.91668)
N (1.82906, -1.39105, 1.32037)
C (2.60159, -0.51112, 1.88923)
C (3.01040, 0.72163, 1.32341)
C (3.88651, 1.56109, 2.04444)
C (4.30630, 2.76739, 1.54651)
C (5.25523, 3.66290, 2.29640)
C (3.81706, 3.14865, 0.28325)
C (2.94962, 2.38542, -0.47275)
C (2.52130, 2.92252, -1.77021)
N (1.70289, 2.42425, -2.61392)
C (1.47087, 3.22431, -3.82695)
C (0.09059, 3.87933, -3.86827)
C (-1.11703, 2.96779, -4.08805)
N (-1.49985, 2.24686, -2.87115)
C (-2.53774, 2.66427, -2.26394)
C (-3.10564, 2.17012, -1.00923)
C (-4.29156, 2.73988, -0.58762)
C (-2.48723, 1.16253, -0.20054)
O (-1.39090, 0.59829, -0.52972)
C (2.52300, 1.11789, 0.03723)
O (1.74109, 0.36083, -0.61418)
H (-6.61462, 2.70431, 1.93356)
H (-7.02557, 2.86001, 0.22783)
H (-6.13241, 4.14248, 1.03757)
H (-4.84194, 1.13673, 2.31212)
H (-3.13573, -0.39084, 2.80775)
H (-1.01965, -0.53125, 0.80799)
H (-1.69883, -2.19977, 3.18897)
H (-0.23959, -1.22525, 3.31132)
H (-0.40863, -2.84261, 0.80255)
H (-0.34122, -3.81410, 2.25211)
H (1.88510, -3.47266, 1.37429)
H (1.76381, -2.67375, 2.94892)
H (1.54779, -1.16874, 0.35533)
H (2.94849, -0.75437, 2.89119)
H (4.23702, 1.23295, 3.01813)
H (5.48866, 3.25170, 3.27710)
H (4.82955, 4.65651, 2.44210)
H (6.19401, 3.78373, 1.75371)
H (4.14172, 4.10389, -0.12050)
H (2.99722, 3.88293, -2.00616)
H (1.61156, 2.57624, -4.69617)
H (2.21453, 4.02585, -3.89029)
H (0.10561, 4.60954, -4.68046)
H (-0.05603, 4.44746, -2.94485)
H (-0.89305, 2.22953, -4.86621)
H (-1.95905, 3.56185, -4.45940)
H (-3.10394, 3.49885, -2.69757)
H (-4.73720, 3.50749, -1.21445)
N (0.27973, -9.33595, 1.71278)
C (0.26372, -8.33692, 1.14562)
C (0.24136, -7.07807, 0.44934)
C (-0.97398, -6.45722, 0.16778)
C (-0.99264, -5.23988, -0.48698)
C (0.19952, -4.61766, -0.87469)
C (1.41250, -5.26071, -0.59647)
C (1.43603, -6.47782, 0.05826)
C (0.19244, -3.32782, -1.49904)
C (0.27580, -2.21503, -2.00796)
H (-1.89801, -6.93529, 0.46383)
H (-1.93387, -4.75546, -0.70924)
H (2.33721, -4.79847, -0.91828)
H (2.37535, -6.97314, 0.26502)

The charge is +1. The value obtained for the HOMO-LUMO gap is 0.258 hartree. For the HOMO energy, the calculation gives -10.2 eV. For the energy above the lowest of the compared OMol25 structures with the same formula, charge and spin, the calculation gives 0.00 kJ/mol.